{
  "formula": "C39H57BrClF2MoN2OSi4Te",
  "method": "ωB97M-V with the def2-TZVPD basis set",
  "elements": ["Mo", "C", "C", "C", "C", "C", "C", "C", "Br", "C", "O", "C", "C", "C", "C", "C", "C", "H", "H", "H", "H", "H", "H", "H", "H", "H", "H", "H", "H", "H", "H", "H", "H", "H", "H", "H", "H", "F", "C", "C", "C", "C", "C", "F", "C", "C", "C", "C", "C", "C", "N", "H", "H", "H", "H", "H", "H", "C", "Si", "C", "C", "Si", "Te", "Si", "C", "C", "C", "Si", "C", "C", "C", "H", "H", "H", "H", "H", "H", "H", "H", "H", "H", "H", "H", "H", "H", "H", "H", "H", "H", "H", "H", "H", "H", "H", "H", "H", "H", "H", "Cl", "C", "C", "C", "C", "N", "C", "H", "H", "H", "H"],
  "xyz": [[-0.403236, 0.856024, 1.346099], [-7.213630, -3.461930, 0.025922], [-6.788968, -2.352022, -0.945090], [-7.875241, -1.275679, -0.970079], [-6.651957, -2.930463, -2.360904], [-5.441623, -1.781636, -0.500625], [-5.280061, -0.473842, -0.065220], [-4.024620, -0.030656, 0.289880], [-3.882392, 1.761405, 0.922409], [-2.866185, -0.820111, 0.216233], [-1.675154, -0.261559, 0.509178], [-3.020717, -2.160057, -0.170195], [-4.306782, -2.582857, -0.507049], [-1.913783, -3.231061, -0.219821], [-2.244447, -4.317556, 0.816328], [-0.509265, -2.704677, 0.074121], [-1.864462, -3.854177, -1.625482], [-8.165026, -3.895439, -0.292413], [-7.337174, -3.065197, 1.036411], [-6.473942, -4.264871, 0.064855], [-8.804502, -1.703659, -1.348873], [-7.597841, -0.446980, -1.625546], [-8.075085, -0.881356, 0.028957], [-7.621600, -3.293342, -2.709705], [-5.952280, -3.768056, -2.393777], [-6.300439, -2.166211, -3.057549], [-6.114539, 0.208437, 0.006242], [-4.428905, -3.619810, -0.792735], [-2.389294, -3.878129, 1.807458], [-1.426955, -5.039976, 0.875102], [-3.154305, -4.861784, 0.558519], [-0.421272, -2.291776, 1.080177], [-0.218210, -1.931904, -0.636382], [0.206982, -3.525894, -0.007286], [-2.806877, -4.322169, -1.909253], [-1.088371, -4.622308, -1.661216], [-1.630236, -3.091664, -2.372127], [-1.433960, 4.252952, -2.743753], [-0.901971, 4.091939, -1.529009], [-0.974353, 2.854973, -0.923443], [-0.405061, 2.679874, 0.333283], [0.235755, 3.763273, 0.963360], [0.273236, 4.989868, 0.303141], [0.887417, 6.041178, 0.875727], [-0.285982, 5.181745, -0.936767], [0.837846, 3.460368, 2.258094], [1.551161, 4.338676, 3.075244], [2.083243, 3.889287, 4.263387], [1.925208, 2.552067, 4.617713], [1.217291, 1.738265, 3.772579], [0.663103, 2.168157, 2.621930], [-1.448784, 2.038232, -1.450050], [-0.237057, 6.142639, -1.429841], [1.685079, 5.363068, 2.769226], [2.623331, 4.567418, 4.911420], [2.352159, 2.151525, 5.525490], [1.100227, 0.686211, 3.990370], [5.400952, -0.966544, 1.475232], [5.090390, -1.408549, -0.316692], [6.713776, -1.647142, -1.214137], [4.085791, -2.984101, -0.390199], [3.859440, 0.337812, -1.307327], [1.768668, 0.181063, 0.240620], [2.837730, -0.083092, -3.386296], [1.837268, -1.659466, -3.308595], [4.218674, -0.240868, -4.640619], [1.694591, 1.324408, -3.835982], [4.541368, 2.550651, -0.903354], [3.232163, 3.748772, -1.489317], [4.803365, 2.806180, 0.930962], [6.136794, 2.785603, -1.856781], [5.795427, -1.830503, 2.018108], [4.474023, -0.652385, 1.962802], [6.124394, -0.152081, 1.568374], [7.281571, -2.455639, -0.745081], [7.329418, -0.744089, -1.183612], [6.558710, -1.912154, -2.263395], [4.612017, -3.790164, 0.129260], [3.910489, -3.304792, -1.420130], [3.113281, -2.843261, 0.089862], [2.459450, -2.532367, -3.096728], [1.328364, -1.828941, -4.262002], [1.077439, -1.591653, -2.525282], [4.899990, -1.057437, -4.385843], [4.807752, 0.678594, -4.702047], [3.812045, -0.442655, -5.635817], [0.983090, 1.526865, -3.029137], [1.124377, 1.071351, -4.734535], [2.244362, 2.246234, -4.038282], [2.259364, 3.518354, -1.040600], [3.115569, 3.726260, -2.574614], [3.504775, 4.769211, -1.202314], [3.889860, 2.569263, 1.486207], [5.063047, 3.849914, 1.133162], [5.606711, 2.176700, 1.321137], [5.975703, 2.639672, -2.928719], [6.900920, 2.072796, -1.534141], [6.538782, 3.793370, -1.715323], [-3.600915, 2.631492, 5.704475], [-2.891573, 1.290243, 4.897584], [-3.158859, -0.007598, 5.296346], [-2.544273, -1.039170, 4.608009], [-1.703433, -0.743714, 3.555126], [-1.463278, 0.514992, 3.160901], [-2.046286, 1.515653, 3.830121], [-3.831719, -0.202109, 6.121662], [-2.714303, -2.069988, 4.884993], [-1.201343, -1.526961, 3.002181], [-1.841412, 2.523201, 3.495111]],
  "atomic_forces_ev_per_a": [[0.729, 0.126, -1.545], [-0.005, -0.015, -0.005], [0.038, 0.033, 0.030], [0.029, -0.010, 0.014], [0.005, -0.002, -0.006], [0.024, -0.063, 0.008], [-0.036, -0.034, -0.003], [0.244, 0.220, 0.093], [-0.001, -0.024, -0.060], [-0.179, 0.231, 0.045], [-0.618, -0.333, -0.171], [0.040, -0.235, -0.003], [-0.003, -0.057, 0.003], [0.022, 0.065, -0.054], [-0.018, 0.000, -0.022], [-0.063, -0.070, -0.033], [-0.016, 0.026, 0.021], [0.037, 0.014, 0.024], [-0.003, -0.021, -0.028], [-0.036, 0.023, -0.004], [0.012, 0.003, 0.022], [-0.037, -0.011, 0.012], [-0.002, 0.011, -0.032], [0.040, 0.003, 0.011], [-0.019, 0.037, -0.001], [-0.020, -0.029, 0.003], [0.024, -0.010, -0.013], [0.025, 0.019, -0.029], [0.033, -0.020, -0.014], [-0.028, 0.009, -0.011], [0.007, 0.028, 0.028], [0.041, -0.052, -0.033], [0.017, 0.002, 0.074], [-0.034, -0.006, -0.015], [0.014, 0.003, 0.013], [-0.010, 0.028, -0.005], [0.013, -0.036, 0.013], [-0.023, 0.000, -0.023], [0.073, 0.031, 0.055], [-0.007, -0.169, -0.052], [-0.093, 0.101, 0.024], [-0.036, -0.003, 0.080], [-0.019, -0.013, 0.061], [-0.007, 0.012, -0.016], [-0.029, 0.095, -0.070], [-0.095, 0.011, -0.181], [0.043, 0.126, 0.016], [-0.021, -0.071, 0.018], [0.065, 0.084, 0.043], [-0.007, -0.078, -0.108], [0.514, 0.674, 0.923], [-0.073, -0.006, -0.007], [-0.001, -0.030, 0.013], [-0.038, -0.019, 0.002], [0.011, -0.006, -0.044], [-0.018, -0.015, -0.007], [-0.072, -0.058, 0.031], [0.018, 0.122, 0.074], [0.060, -0.143, 0.135], [0.044, 0.112, -0.131], [-0.134, -0.014, -0.077], [-0.366, 0.360, 0.233], [0.387, -0.774, -0.137], [-0.021, -0.037, -0.132], [0.000, -0.121, 0.116], [0.109, 0.014, -0.027], [-0.034, 0.155, 0.059], [0.151, -0.027, -0.114], [-0.148, -0.010, -0.037], [0.018, -0.059, 0.135], [0.081, 0.071, -0.011], [-0.011, 0.030, -0.040], [0.045, -0.028, 0.013], [-0.033, -0.052, 0.003], [-0.029, 0.027, -0.011], [-0.014, -0.054, -0.005], [0.024, 0.002, 0.048], [-0.009, 0.041, -0.013], [0.018, -0.005, 0.057], [0.035, -0.046, -0.018], [-0.045, 0.033, -0.023], [0.029, 0.022, 0.026], [0.012, -0.028, -0.047], [-0.034, 0.031, -0.027], [-0.023, -0.047, -0.011], [0.010, 0.005, 0.042], [0.021, -0.003, -0.038], [0.025, -0.009, 0.033], [-0.038, -0.039, -0.005], [0.075, 0.004, -0.059], [-0.001, 0.019, 0.049], [-0.001, -0.035, 0.004], [0.035, 0.015, -0.010], [-0.009, -0.037, -0.021], [-0.044, 0.039, -0.004], [0.014, 0.011, 0.047], [-0.027, 0.042, -0.013], [-0.013, -0.048, -0.010], [-0.005, 0.007, -0.019], [-0.038, 0.062, 0.074], [-0.029, -0.050, 0.000], [0.024, -0.081, 0.044], [0.041, -0.109, -0.103], [-0.608, -0.040, 1.009], [0.013, 0.133, -0.043], [0.034, 0.023, -0.022], [0.013, 0.012, -0.017], [-0.060, -0.036, -0.055], [0.002, 0.021, -0.007]],
  "mulliken_charge": [-2.3400, -1.6031, 1.8547, -2.1203, -1.5925, -0.0536, 0.0341, 0.0013, -0.1205, 0.4247, -0.0081, -1.2322, -0.6926, 2.9204, -1.7230, -1.6050, -1.9026, 0.4574, 0.3519, 0.3049, 0.4265, 0.4227, 0.3769, 0.4705, 0.3276, 0.3529, 0.5776, 0.2351, 0.2946, 0.4511, 0.3598, -0.2295, -0.2096, 0.7618, 0.3555, 0.4820, 0.3734, -0.3636, 0.1267, -0.0838, 0.9899, 0.1924, 1.0849, -0.3634, -0.9711, 0.1783, -0.8257, -0.6906, -0.9584, -0.7211, 1.4120, 0.8798, 0.5310, 0.6539, 0.4739, 0.5074, 0.5403, -0.9555, 0.5799, -1.1222, -0.8091, -0.4664, 0.0827, 0.6098, -0.5298, -1.1580, -0.6655, 0.6900, -0.4268, -0.6709, -1.1997, 0.3972, 0.2264, 0.2754, 0.3902, 0.3167, 0.3093, 0.4428, 0.2667, 0.0780, 0.3211, 0.4595, -0.2527, 0.3007, 0.2949, 0.3895, -0.0827, 0.4499, 0.3073, -0.3706, 0.3853, 0.4699, -0.0628, 0.4163, 0.3370, 0.3090, 0.2981, 0.3894, -0.1959, -0.1880, -0.2794, -0.8099, -0.2410, 0.6864, -0.6003, 0.4734, 0.4950, 0.2420, 0.6202],
  "e_above_lowest_kcal_mol": 20.1,
  "fmax_ev_per_a": 1.7,
  "multiplicity": 3,
  "total_charge": 1,
  "gap_ha": [0.217, 0.241]
}